[1]
# C6H10N2O5

An isolated molecule of C6H10N2O5 in a non-equilibrium geometry (ωB97M-V/def2-TZVPD, OMol25).

Geometry as ORCA input:
```
! RIJCOSX wB97M-V def2-TZVPD def2/J DEFGRID3
* xyz 0 1
O 4.26 0.97 -0.17
C 3.33 0.28 0.06
O 3.51 -0.98 0.48
C 1.83 0.82 -0.05
N 0.97 -0.15 0.52
C -0.43 -0.12 0.18
C -0.63 -1.40 -0.84
N -0.28 -2.57 -0.10
O -1.20 -3.22 0.41
O 0.88 -2.92 -0.07
C -1.56 -0.07 1.31
O -2.24 0.91 0.56
C -1.25 1.07 -0.40
H 2.73 -1.59 0.79
H 1.64 0.77 -1.05
H 2.02 1.95 0.22
H 1.01 -0.12 1.53
H -1.60 -1.40 -1.24
H 0.15 -1.07 -1.69
H -2.02 -1.07 1.33
H -1.27 0.27 2.32
H -0.52 1.91 -0.21
H -1.55 1.03 -1.49
*
```

- calculated total energy (eV) = -19596.33612
- LUMO energy (eV) = -0.36
- energy relative to the best compared isomer or geometry (same formula, charge and spin) (kJ/mol) = 742.15

[2]
# C6H10N2S3

A structure of composition C6H10N2S3 in a non-equilibrium geometry (ωB97M-V/def2-TZVPD, OMol25).

Geometry as ORCA input:
```
! RIJCOSX wB97M-V def2-TZVPD def2/J DEFGRID3
* xyz 0 1
C -1.50 0.57 -0.29
C -1.63 0.76 1.20
C -2.95 1.55 1.13
C 2.07 -0.23 -1.18
C 1.57 -0.92 0.05
C 0.36 -1.78 -0.08
H -0.79 1.31 1.63
H -1.71 -0.20 1.73
H -2.89 2.58 1.49
H -3.81 1.06 1.59
H 2.28 1.50 -0.09
H 2.73 1.61 -1.76
H 1.74 -0.39 0.98
H -0.08 -1.85 -1.07
H -0.34 -1.83 0.76
H 2.03 -2.73 -0.73
N 2.38 1.06 -0.99
N 1.66 -2.37 0.15
S -0.39 -0.16 -1.21
S -2.97 1.44 -0.69
S 2.25 -0.98 -2.64
*
```

- calculated total energy (eV) = -41864.58906
- LUMO energy (eV) = 0.02
- energy relative to the best compared isomer or geometry (same formula, charge and spin) (kJ/mol) = 446.89

[3]
# C6H10N3OS

The ion C6H10N3OS with charge +1 in a non-equilibrium geometry (ωB97M-V/def2-TZVPD, OMol25).

Geometry as ORCA input:
```
! RIJCOSX wB97M-V def2-TZVPD def2/J DEFGRID3
* xyz 1 1
N -3.10 -0.28 0.45
C -1.84 -0.05 0.15
O -1.59 1.01 -0.55
N -0.85 -0.91 0.44
C 0.57 -0.79 0.05
S 1.08 -2.61 -0.23
C 1.28 -0.24 1.28
C 1.80 0.97 1.38
C 1.79 1.77 0.15
C 1.35 1.28 -0.99
N 0.80 -0.03 -1.11
H -3.44 -1.06 1.06
H -3.71 0.56 0.22
H -0.70 0.85 -1.00
H -1.06 -1.85 0.83
H 1.39 -2.57 1.06
H 1.30 -0.86 2.19
H 2.41 1.32 2.32
H 2.43 2.60 0.18
H 1.60 1.72 -1.96
H 0.40 -0.24 -2.09
*
```

- calculated total energy (eV) = -23729.56613
- LUMO energy (eV) = -3.04
- energy relative to the best compared isomer or geometry (same formula, charge and spin) (kJ/mol) = 99.17

[4]
# C6H10N4O2

The ion C6H10N4O2 with charge +2 in a non-equilibrium geometry (ωB97M-V/def2-TZVPD, OMol25).

Geometry as ORCA input:
```
! RIJCOSX wB97M-V def2-TZVPD def2/J DEFGRID3
* xyz 2 1
O 2.57 -0.91 -1.00
C 1.65 -0.24 -0.69
N 1.23 0.90 -1.33
C -0.01 1.63 -1.17
N -0.43 1.71 0.20
C -0.08 0.78 0.99
N -0.23 0.49 2.30
C 0.16 -0.74 2.55
N 0.65 -1.37 1.49
C 0.48 -0.61 0.33
C -0.43 -1.33 -0.73
O -0.41 -2.72 -0.54
H 1.92 1.31 -1.82
H 0.02 2.60 -1.54
H -0.78 1.21 -1.91
H -0.81 2.48 0.59
H -0.60 1.03 3.05
H 0.36 -1.12 3.50
H 1.12 -2.31 1.47
H -0.31 -1.03 -1.81
H -1.44 -0.88 -0.37
H -0.20 -3.23 -1.31
*
```

- calculated total energy (eV) = -16420.32609
- LUMO energy (eV) = -9.76
- energy relative to the best compared isomer or geometry (same formula, charge and spin) (kJ/mol) = 8.02

no.,HOMO energy (hartree)
1,-0.36531
2,-0.25129
3,-0.44507
4,-0.65848